Density functional theory data (ωB97M-V with the def2-TZVPD basis set) for C4H3NO3 in the gas phase.

Results
LUMO energy = -0.2 eV
HOMO-LUMO gap = 9.11 eV
energy relative to the best compared isomer or geometry (same formula, charge and spin) = 310.89 kJ/mol
SMILES string = O=c1cnocc1O

```
! RIJCOSX wB97M-V def2-TZVPD def2/J DEFGRID3
* xyz 0 1
O -0.65 -1.94 -0.62
C -0.34 -0.86 -0.12
C -0.77 -0.55 1.25
N -0.57 0.51 1.95
O 0.20 1.45 1.30
C 0.59 1.34 0.01
C 0.46 0.18 -0.79
O 0.75 -0.04 -2.06
H -1.31 -1.32 1.70
H 1.28 2.16 -0.32
H 0.36 -0.92 -2.30
*
```

***

Density functional theory data (ωB97M-V with the def2-TZVPD basis set) for a molecular structure, C34H51CaN2O3SeSi.

Results
LUMO energy = 2.6 eV
HOMO-LUMO gap = 6.95 eV
energy relative to the best compared isomer or geometry (same formula, charge and spin) = 90.79 kJ/mol

```
! RIJCOSX wB97M-V def2-TZVPD def2/J DEFGRID3
* xyz -1 1
Ca -0.04 -0.91 0.12
C 4.59 1.14 0.30
C 3.29 1.86 0.07
C 2.94 2.35 -1.19
C 3.92 2.22 -2.34
C 1.72 3.00 -1.37
C 1.25 3.42 -2.74
C 0.89 3.24 -0.27
C -0.31 4.14 -0.43
C 1.20 2.70 0.97
C 0.22 2.83 2.11
C 2.41 2.01 1.15
C 2.77 1.46 2.51
H 5.09 0.88 -0.64
H 4.43 0.20 0.83
H 5.29 1.73 0.89
H 3.91 1.23 -2.78
H 4.94 2.43 -2.01
H 3.69 2.94 -3.12
H 1.69 2.80 -3.52
H 1.49 4.46 -2.97
H 0.17 3.30 -2.82
H -1.21 3.55 -0.66
H -0.17 4.86 -1.23
H -0.50 4.70 0.49
H -0.80 2.90 1.74
H 0.41 3.71 2.74
H 0.26 1.96 2.76
H 2.41 0.43 2.62
H 2.34 2.05 3.31
H 3.85 1.44 2.65
C 0.87 -3.11 -3.25
C -0.30 -2.37 -2.63
C -1.41 -2.14 -3.65
O 0.19 -1.08 -2.16
C -0.90 -3.23 -1.47
O -1.13 -4.40 -1.74
O -1.11 -2.64 -0.36
H 1.24 -2.56 -4.12
H 0.55 -4.11 -3.53
H 1.69 -3.20 -2.53
H -1.01 -1.63 -4.53
H -2.21 -1.53 -3.22
H -1.82 -3.11 -3.95
H -0.43 -0.41 -2.49
C -1.55 -0.71 3.74
C -0.34 -1.56 3.52
C 0.10 -2.45 4.47
C 1.25 -3.19 4.19
C 1.91 -3.03 3.00
C 1.43 -2.09 2.04
N 0.30 -1.38 2.36
N 1.98 -1.84 0.84
Si 3.40 -2.58 0.24
C 4.87 -2.41 1.43
C 3.18 -4.42 -0.08
C 3.86 -1.75 -1.38
H -1.27 0.24 4.19
H -2.27 -1.20 4.40
H -2.05 -0.48 2.79
H -0.44 -2.58 5.40
H 1.63 -3.91 4.91
H 2.79 -3.61 2.78
H 4.96 -3.28 2.09
H 4.77 -1.53 2.06
H 5.81 -2.33 0.88
H 3.22 -5.00 0.84
H 3.97 -4.79 -0.74
H 2.22 -4.63 -0.55
H 3.21 -0.89 -1.57
H 3.75 -2.43 -2.23
H 4.89 -1.40 -1.37
C -8.11 1.54 0.58
C -6.68 1.39 0.16
C -6.03 2.38 -0.56
C -4.71 2.25 -0.98
C -4.09 3.38 -1.76
C -3.98 1.09 -0.67
Se -2.15 0.95 -1.24
C -4.63 0.07 0.05
C -3.97 -1.24 0.39
C -5.95 0.24 0.45
H -8.44 2.58 0.47
H -8.25 1.25 1.63
H -8.78 0.92 -0.02
H -6.56 3.29 -0.81
H -4.85 4.12 -2.01
H -3.62 3.02 -2.67
H -3.31 3.87 -1.18
H -2.89 -1.16 0.38
H -4.22 -2.01 -0.35
H -4.30 -1.60 1.36
H -6.43 -0.56 1.01
*
```

***

Density functional theory data (ωB97M-V with the def2-TZVPD basis set) for 2 unconnected molecules or ions with the total composition CClO4S.

Results
LUMO energy (spin up / spin down) = -0.1 / -0.1 eV
HOMO-LUMO gap (spin up / spin down) = 3.70 / 3.70 eV
energy relative to the best compared isomer or geometry (same formula, charge and spin) = 266.62 kJ/mol

```
! RIJCOSX wB97M-V def2-TZVPD def2/J DEFGRID3
* xyz -1 1
C -0.44 -0.11 -0.82
O -0.60 1.23 1.33
O -1.47 0.06 -1.30
O 0.56 2.14 -0.62
O 1.65 0.43 0.91
S 0.45 1.11 0.41
Cl -0.15 -4.87 0.09
*
```

***

Density functional theory data (ωB97M-V with the def2-TZVPD basis set) for a molecular structure, C18H28Br2F7KLiMgNO14S.

Results
LUMO energy = -2.7 eV
HOMO-LUMO gap = 2.89 eV

```
! RIJCOSX wB97M-V def2-TZVPD def2/J DEFGRID3
* xyz 0 1
C -0.53 -2.75 3.36
C -0.44 -1.48 2.82
C 0.71 -1.13 1.92
O 1.78 -0.92 2.39
O 0.59 -1.11 0.56
C 0.34 0.21 0.06
C 1.49 0.67 -0.90
C 2.51 1.69 -0.27
C 3.92 1.05 -0.04
C 2.70 3.00 -1.15
C -0.98 0.12 -0.80
C -1.64 1.52 -0.99
F -0.69 -0.50 -2.02
H -1.31 -3.46 3.07
H 0.16 -3.12 4.14
H -1.21 -0.76 3.13
H 0.11 0.95 0.83
H 1.10 1.13 -1.82
H 1.97 -0.27 -1.23
H 2.19 2.05 0.72
H 3.87 0.01 -0.42
H 4.19 1.04 1.03
H 4.73 1.57 -0.56
H 3.71 3.08 -1.57
H 2.57 3.94 -0.53
H 1.96 3.03 -2.00
H -1.71 -0.54 -0.31
H -1.65 1.84 -2.05
H -1.04 2.26 -0.44
H -2.64 1.52 -0.56
Li 5.20 -1.40 -0.45
Br -0.43 -2.84 -2.81
C -2.92 3.78 2.90
C -2.88 2.29 3.13
O -1.79 1.88 2.29
C -0.99 2.95 2.11
O 0.09 2.91 1.59
O -1.56 4.08 2.57
H -3.25 4.33 3.77
H -3.56 4.05 2.05
H -2.64 2.04 4.17
H -3.80 1.79 2.85
K 0.44 4.32 -1.48
C -3.60 -2.98 1.14
C -3.86 -3.75 -0.14
O -4.84 -4.77 0.07
C -6.11 -4.39 0.00
O -6.48 -3.28 -0.22
C -7.03 -5.60 0.20
F -6.62 -6.38 1.21
F -7.08 -6.35 -0.91
F -8.28 -5.22 0.48
H -3.32 -3.67 1.94
H -2.80 -2.25 1.00
H -4.50 -2.45 1.47
H -2.95 -4.25 -0.47
H -4.16 -3.08 -0.95
N 4.15 6.68 -1.61
O 4.95 7.61 -1.67
O 4.51 5.54 -1.31
O 2.91 6.89 -1.87
O -1.31 7.38 0.39
H -1.57 6.99 1.23
H -0.75 8.13 0.64
C 6.32 -5.75 -2.82
F 7.54 -6.30 -2.86
F 5.54 -6.46 -3.66
F 5.84 -5.95 -1.58
S 6.36 -3.96 -3.27
O 6.89 -3.93 -4.60
O 7.22 -3.35 -2.26
O 4.97 -3.52 -3.16
Mg 1.47 8.25 -2.11
Br -2.07 -4.63 -3.37
*
```

***

Density functional theory data (ωB97M-V with the def2-TZVPD basis set) for a molecular structure, C37H36N5O10SSm.

Results
LUMO energy (spin up / spin down) = -0.2 / -0.2 eV
HOMO-LUMO gap (spin up / spin down) = 7.59 / 7.61 eV
expectation value of S² = 8.7558

```
! RIJCOSX wB97M-V def2-TZVPD def2/J DEFGRID3
* xyz 0 6
Sm -0.16 0.37 0.12
O -5.73 2.19 2.95
C -4.67 1.82 2.22
C -3.98 2.70 1.39
C -2.91 2.22 0.64
N -2.52 0.95 0.67
C -3.12 0.13 1.54
C -4.20 0.51 2.31
C -2.43 -1.24 1.72
O -3.07 -2.17 2.19
O -1.22 -1.25 1.35
C -2.00 3.16 -0.15
O -2.44 4.22 -0.59
O -0.83 2.69 -0.30
H -5.93 3.13 2.81
H -4.23 3.75 1.32
H -4.66 -0.21 2.98
C 1.52 -0.14 -3.87
O 0.42 -0.39 -3.02
C -0.53 -1.21 -3.67
C -1.92 -1.00 -3.06
O -1.97 -1.16 -1.65
C -2.36 -2.46 -1.23
C -1.23 -3.49 -1.27
O -0.07 -2.96 -0.65
C 0.77 -3.98 -0.16
H 1.22 0.47 -4.73
H 2.27 0.40 -3.30
H 1.95 -1.07 -4.24
H -0.60 -0.94 -4.74
H -0.22 -2.26 -3.61
H -2.22 0.03 -3.25
H -2.63 -1.67 -3.55
H -2.70 -2.36 -0.21
H -3.20 -2.82 -1.85
H -1.58 -4.38 -0.73
H -1.00 -3.81 -2.30
H 0.22 -4.69 0.45
H 1.26 -4.52 -0.99
H 1.53 -3.50 0.45
O -0.49 1.81 2.29
S 0.42 1.02 3.11
O 1.22 1.76 4.06
N 1.27 0.22 2.01
C 2.32 -0.58 2.30
C 2.90 -0.77 3.55
C 3.99 -1.62 3.72
C 4.53 -2.31 2.66
C 3.99 -2.14 1.37
C 4.52 -2.79 0.24
C 3.94 -2.59 -0.98
C 2.82 -1.74 -1.07
N 2.30 -1.10 -0.04
C 2.87 -1.29 1.17
C -0.65 -0.09 4.03
C -1.76 0.51 4.59
C -2.72 -0.27 5.22
C -2.55 -1.64 5.27
C -1.43 -2.23 4.72
C -0.47 -1.46 4.10
H 2.50 -0.22 4.39
H 4.41 -1.74 4.70
H 5.37 -2.97 2.80
H 5.38 -3.44 0.35
H 4.32 -3.06 -1.87
H 2.33 -1.59 -2.02
H -1.85 1.58 4.50
H -3.59 0.20 5.64
H -3.31 -2.25 5.73
H -1.33 -3.31 4.74
H 0.40 -1.92 3.64
N -1.29 2.06 -2.93
C -0.25 2.86 -3.31
C -0.45 3.75 -4.36
C 0.57 4.55 -4.85
C 1.82 4.49 -4.29
C 2.07 3.62 -3.22
C 3.34 3.56 -2.62
C 3.53 2.77 -1.53
C 2.45 2.00 -1.06
N 1.27 1.96 -1.64
C 1.04 2.78 -2.70
H -2.20 2.48 -3.07
H -1.18 1.68 -1.98
H -1.44 3.82 -4.79
H 0.37 5.23 -5.66
H 2.63 5.12 -4.65
H 4.15 4.16 -3.03
H 4.48 2.72 -1.02
H 2.58 1.38 -0.17
*
```

***

Density functional theory data (ωB97M-V with the def2-TZVPD basis set) for C3H3F2NOS in the gas phase.

Results
LUMO energy = 0.2 eV
HOMO-LUMO gap = 10.22 eV
energy relative to the best compared isomer or geometry (same formula, charge and spin) = 257.50 kJ/mol
SMILES string = O=CN(S)C=C(F)F

```
! RIJCOSX wB97M-V def2-TZVPD def2/J DEFGRID3
* xyz 0 1
O 0.02 2.16 0.09
C -0.79 1.38 0.07
N -0.61 -0.01 -0.12
S -2.11 -0.98 0.00
C 0.51 -0.65 -0.78
C 1.61 -0.67 0.04
F 2.91 -0.43 -0.53
F 1.59 -0.54 1.44
H -1.78 1.50 0.40
H -2.02 -1.34 1.33
H 0.66 -0.40 -1.95
*
```